*one*
# C2H3F2OP

The molecule C2H3F2OP (ωB97M-V/def2-TZVPD, the OMol25 dataset).

Results
Kohn-Sham gap = 10.1 eV
E_HOMO = -9.77 eV

Element x y z (Å)
O1 -2.164 0.083 -0.433
C1 -1.036 -0.159 0.391
C2 0.304 -0.180 0.078
P1 1.461 0.172 -1.277
F1 1.872 1.616 -0.597
F2 2.706 -0.740 -0.697
H1 -2.990 -0.057 0.162
H2 -1.202 -0.284 1.454
H3 1.049 -0.452 0.918

=====

*two*
# C2H3F2OP

The molecule C2H3F2OP (ωB97M-V/def2-TZVPD, the OMol25 dataset).

Results
Kohn-Sham gap = 8.3 eV
E_HOMO = -9.05 eV

Element x y z (Å)
C1 -0.102 0.169 -0.146
C2 -2.652 -0.429 0.112
O1 -1.868 2.230 0.102
F1 -2.316 -1.701 -0.204
F2 -3.972 -0.476 0.297
P1 -1.668 0.874 -0.359
H1 0.062 -0.210 -1.121
H2 0.009 -0.476 0.712
H3 0.564 1.048 -0.198

=====

Q: Which of them is the most stable? A: *one*.

=====

*one*
# C3H9N

A cluster of 2 separate species, C3H9N in total (ωB97M-V/def2-TZVPD, the OMol25 dataset).

Results
Kohn-Sham gap = 11.2 eV
E_HOMO = -10.08 eV

Element x y z (Å)
C1 -1.321 -1.844 -0.132
N1 -0.908 -2.401 0.920
H1 -0.590 -1.704 -0.935
H2 -2.330 -1.553 -0.447
H3 -1.666 -2.795 1.478
C2 0.906 1.314 -0.864
C3 0.837 1.242 0.659
H4 1.437 0.508 -1.366
H5 -0.116 1.335 -1.256
H6 1.361 2.255 -1.172
H7 1.844 1.148 1.060
H8 0.276 0.395 1.045
H9 0.271 2.101 1.011

=====

*two*
# C3H9N

A cluster of 2 separate species, C3H9N in total (ωB97M-V/def2-TZVPD, the OMol25 dataset).

Results
Kohn-Sham gap = 9.7 eV
E_HOMO = -8.82 eV

Element x y z (Å)
C1 -0.565 0.576 0.622
N1 -0.190 -0.568 1.114
C2 0.354 -0.664 2.448
H1 -0.367 0.800 -0.419
H2 -1.083 1.320 1.259
H3 0.879 0.238 2.626
H4 0.882 -1.589 2.446
H5 -0.447 -0.979 3.140
C3 0.313 0.454 -3.533
H6 1.379 0.390 -3.292
H7 -0.369 0.565 -2.636
H8 0.009 -0.355 -4.176
H9 -0.162 1.396 -3.963

=====

Q: Which of them is the most stable? A: *one*.

=====

*one*
# C5H14NO

A cluster of 2 separate species, C5H14NO in total (ωB97M-V/def2-TZVPD, the OMol25 dataset).

Results
Kohn-Sham gap = 6.2 eV
E_HOMO = -2.42 eV
total charge = -1

Element x y z (Å)
C1 0.963 -2.004 0.975
C2 1.249 -1.351 -0.371
C3 2.493 -0.478 -0.324
H1 1.900 -2.429 1.360
H2 0.260 -2.833 0.873
H3 0.577 -1.322 1.729
H4 0.391 -0.747 -0.668
H5 1.390 -2.129 -1.128
H6 2.794 -0.120 -1.307
H7 2.340 0.383 0.327
H8 3.371 -1.001 0.075
C4 -2.854 1.057 0.226
N1 -1.393 0.923 0.372
C5 -0.766 1.710 -0.771
O1 -1.084 2.991 -0.826
H9 -3.150 2.086 0.023
H10 -3.350 0.737 1.151
H11 -3.201 0.397 -0.573
H12 -1.196 1.482 1.201
H13 -1.068 1.117 -1.683
H14 0.335 1.531 -0.660

=====

*two*
# C5H14NO

A cluster of 2 separate species, C5H14NO in total (ωB97M-V/def2-TZVPD, the OMol25 dataset).

Results
Kohn-Sham gap = 6.9 eV
E_HOMO = -2.63 eV
total charge = -1

Element x y z (Å)
C1 -2.902 -0.717 1.033
N1 -1.989 -0.970 2.133
C2 -0.587 -1.104 1.656
O1 -0.105 -0.056 0.976
H1 -2.810 0.287 0.606
H2 -3.929 -0.904 1.356
H3 -2.675 -1.428 0.232
H4 -1.996 -0.180 2.768
H5 -0.591 -2.050 1.056
H6 0.003 -1.314 2.581
C3 0.660 0.176 -1.949
C4 2.071 0.354 -1.408
C5 2.207 1.652 -0.641
H7 -0.005 0.160 -1.073
H8 0.523 -0.772 -2.476
H9 0.365 1.041 -2.558
H10 2.807 0.300 -2.224
H11 2.287 -0.483 -0.738
H12 3.243 1.925 -0.427
H13 1.769 2.494 -1.198
H14 1.654 1.588 0.296

=====

Q: Which of them is the most stable? A: *two*.

=====

*one*
# C2H3NS

A structure of composition C2H3NS (ωB97M-V/def2-TZVPD, the OMol25 dataset).

Results
Kohn-Sham gap (spin up / spin down) = 9.2 / 7.5 eV
expectation value of S² = 2.01
2S+1 = 3
E_HOMO (spin up / spin down) = -8.81 / -11.06 eV

Element x y z (Å)
C1 1.965 -0.188 -0.062
C2 -0.980 0.129 0.054
N1 2.749 -0.965 0.199
S1 0.261 1.412 -0.083
H1 -0.695 -0.675 -0.801
H2 -1.963 0.473 -0.284
H3 -1.337 -0.186 0.976

=====

*two*
# C2H3NS

A structure of composition C2H3NS (ωB97M-V/def2-TZVPD, the OMol25 dataset).

Results
Kohn-Sham gap (spin up / spin down) = 6.6 / 9.3 eV
expectation value of S² = 2.03
2S+1 = 3
E_HOMO (spin up / spin down) = -5.88 / -9.88 eV

Element x y z (Å)
C1 -0.446 -0.819 0.407
C2 0.798 0.031 -0.920
N1 -0.020 -0.959 -0.779
S1 0.519 0.647 1.073
H1 -1.198 -1.367 0.812
H2 0.864 0.970 -1.458
H3 -0.518 1.497 0.863

=====

Q: Which of them is the most stable? A: *one*.